# 1
C36H44As2F6N6O2S5Si3Y | ωB97M-V/def2-TZVPD

Properties
energy above the lowest of the compared OMol25 structures with the same formula, charge and spin	69.0	kJ/mol
spin multiplicity	2
E_LUMO (spin up / spin down)	-0.433 / -3.204	eV

Structure (XYZ):
```
105
Properties=species:S:1:pos:R:3:lowdin_spin:R:1
Y -0.531 -1.136 1.416 0.001
O -2.389 -0.332 5.319 0.000
C -2.223 -0.671 4.171 0.000
N -1.459 -0.021 3.210 0.000
C -0.992 1.225 3.574 0.000
O -1.534 2.031 4.293 0.000
C 0.362 1.581 2.990 -0.001
C 1.012 2.690 3.509 0.002
C 2.293 2.980 3.079 0.000
C 2.895 2.127 2.167 0.002
C 2.179 1.045 1.698 0.010
N 0.918 0.781 2.068 0.007
C -2.848 -1.958 3.701 0.000
C -3.791 -2.557 4.519 0.000
C -4.340 -3.763 4.127 0.000
C -3.898 -4.337 2.946 0.000
C -2.953 -3.669 2.191 0.000
N -2.446 -2.482 2.539 0.000
H 0.487 3.285 4.243 0.000
H 2.823 3.841 3.467 0.000
H 3.908 2.286 1.822 0.000
H 2.626 0.365 0.992 0.003
H -4.055 -2.064 5.444 0.000
H -5.088 -4.254 4.738 0.000
H -4.273 -5.293 2.604 0.000
H -2.584 -4.091 1.268 0.000
S -1.744 -2.727 -0.633 0.000
C -0.093 -2.960 -0.981 0.001
N 0.858 -2.305 -0.359 0.003
C 2.128 -2.735 -0.769 0.003
C 3.357 -2.253 -0.326 0.000
C 4.523 -2.813 -0.818 0.000
C 4.490 -3.844 -1.760 0.000
C 3.278 -4.318 -2.229 0.000
C 2.111 -3.749 -1.730 0.000
S 0.465 -4.142 -2.133 0.000
H 3.403 -1.460 0.403 0.000
H 5.478 -2.449 -0.456 0.000
H 5.415 -4.278 -2.121 0.000
H 3.235 -5.119 -2.958 0.000
F -0.014 -3.593 1.898 0.000
As 1.305 -3.329 3.060 0.000
F 0.743 -4.617 4.011 0.000
F 0.201 -2.217 3.839 0.000
F 2.579 -2.971 4.126 0.000
F 1.768 -1.868 2.136 0.000
F 2.279 -4.308 2.075 0.000
C -5.689 1.122 -0.730 0.000
Si -4.422 0.056 0.132 0.000
C -4.675 0.414 1.947 0.000
C -4.904 -1.707 -0.237 0.000
As -2.104 0.460 -0.426 0.002
Si -2.296 0.193 -2.861 0.001
C -0.821 0.879 -3.770 0.008
C -3.788 1.086 -3.563 0.000
C -2.531 -1.547 -3.484 0.000
Si -2.161 2.890 -0.188 0.000
C -2.500 3.396 1.568 0.000
C -3.377 3.939 -1.165 0.000
C -0.465 3.523 -0.652 0.006
H -6.655 0.898 -0.262 0.000
H -5.777 0.914 -1.793 0.000
H -5.494 2.188 -0.602 0.000
H -5.465 -0.233 2.347 0.000
H -4.985 1.452 2.098 0.000
H -3.777 0.256 2.538 0.000
H -5.951 -1.849 0.052 0.000
H -4.298 -2.426 0.317 0.000
H -4.808 -1.939 -1.300 0.000
H -0.690 1.951 -3.590 0.000
H -0.993 0.723 -4.841 0.000
H 0.106 0.369 -3.503 0.008
H -4.134 1.925 -2.978 0.000
H -4.621 0.385 -3.673 0.000
H -3.522 1.451 -4.562 0.000
H -1.602 -2.123 -3.466 0.000
H -2.875 -1.469 -4.524 0.000
H -3.272 -2.106 -2.914 0.000
H -3.464 3.033 1.931 0.000
H -2.517 4.492 1.598 0.000
H -1.742 3.062 2.271 0.000
H -4.285 4.109 -0.583 0.000
H -3.661 3.563 -2.140 0.000
H -2.896 4.911 -1.322 0.000
H 0.334 2.883 -0.261 0.006
H -0.329 4.529 -0.237 0.000
H -0.350 3.586 -1.739 0.000
S 4.688 4.291 -4.108 0.138
C 4.049 3.104 -3.183 0.006
S 2.333 2.907 -3.025 -0.047
C 2.573 1.517 -1.988 0.003
N 3.861 1.269 -1.778 0.231
N 4.664 2.102 -2.419 0.122
C 6.081 1.803 -2.305 -0.002
C 6.448 0.534 -1.847 0.012
C 7.786 0.202 -1.746 -0.001
C 8.770 1.118 -2.098 0.013
C 8.397 2.376 -2.536 -0.002
C 7.059 2.731 -2.637 0.012
S 1.379 0.546 -1.344 0.446
H 5.685 -0.185 -1.588 0.001
H 8.060 -0.786 -1.396 0.000
H 9.816 0.851 -2.027 0.001
H 9.150 3.106 -2.805 0.000
H 6.793 3.720 -2.972 0.002
```



# 2
C36H44BKN12O6PS2Se | ωB97M-V/def2-TZVPD

Properties
energy above the lowest of the compared OMol25 structures with the same formula, charge and spin	33.3	kJ/mol
spin multiplicity	2
total charge	-2
E_LUMO (spin up / spin down)	3.789 / 2.062	eV

Structure (XYZ):
```
104
Properties=species:S:1:pos:R:3:lowdin_spin:R:1
K 1.142 0.463 -0.395 0.005
C -2.227 -1.026 1.134 0.000
N -1.228 -1.903 1.736 0.002
C -1.277 -3.263 1.241 0.000
C -0.384 -3.571 0.048 0.001
C -0.776 -4.583 -0.824 0.000
C -0.011 -4.830 -1.954 0.000
C 1.117 -4.061 -2.171 0.000
C 1.456 -3.099 -1.226 0.000
N 0.727 -2.866 -0.132 0.012
C -1.236 -1.873 3.190 0.000
C -1.267 -0.490 3.793 0.000
C -2.415 -0.009 4.410 0.000
C -2.401 1.259 4.968 0.000
C -1.240 2.003 4.888 0.000
C -0.141 1.439 4.255 0.000
N -0.141 0.219 3.728 0.000
C -2.300 -1.205 -0.364 0.000
C -3.431 -1.734 -0.975 0.000
C -3.427 -1.919 -2.350 0.000
C -2.293 -1.584 -3.067 0.000
C -1.203 -1.057 -2.381 0.000
N -1.217 -0.869 -1.064 0.000
H -1.972 0.014 1.352 0.000
H -3.236 -1.215 1.551 0.000
H -2.305 -3.530 0.946 0.000
H -1.017 -3.951 2.053 0.000
H -1.692 -5.132 -0.637 0.000
H -0.311 -5.594 -2.663 0.000
H 1.724 -4.169 -3.059 0.000
H 2.328 -2.463 -1.360 0.000
H -0.328 -2.371 3.539 0.000
H -2.102 -2.436 3.594 0.000
H -3.310 -0.620 4.432 0.000
H -3.291 1.668 5.430 0.000
H -1.183 3.011 5.277 0.000
H 0.782 2.000 4.161 0.000
H -4.296 -1.994 -0.378 0.000
H -4.298 -2.327 -2.850 0.000
H -2.238 -1.721 -4.139 0.000
H -0.274 -0.794 -2.887 0.000
C -4.406 3.570 2.081 0.000
C -3.790 2.306 2.114 0.000
N -2.531 2.369 1.716 0.000
N -2.304 3.662 1.420 0.000
C -3.412 4.404 1.620 0.000
B -1.015 4.103 0.695 0.000
N 0.284 3.650 1.404 0.000
C 1.274 4.388 1.956 0.000
C 2.339 3.552 2.213 0.000
C 1.899 2.295 1.763 0.000
N 0.667 2.364 1.290 0.000
N -1.018 3.522 -0.726 0.000
C 0.046 3.214 -1.507 0.000
C -0.428 2.685 -2.683 0.000
C -1.827 2.728 -2.529 0.000
N -2.178 3.232 -1.356 0.000
N -1.047 5.653 0.596 0.000
C -1.344 6.364 -0.511 0.000
C -1.437 7.691 -0.151 0.000
C -1.180 7.685 1.231 0.000
N -0.953 6.458 1.676 0.000
H -5.417 3.834 2.341 0.000
H -4.207 1.356 2.416 0.000
H -3.417 5.462 1.418 0.000
H 1.139 5.442 2.124 0.000
H 3.293 3.814 2.638 0.000
H 2.424 1.348 1.773 0.000
H 1.065 3.341 -1.177 0.000
H 0.168 2.280 -3.484 0.000
H -2.593 2.396 -3.214 0.000
H -1.473 5.870 -1.459 0.000
H -1.651 8.531 -0.791 0.000
H -1.145 8.517 1.918 0.000
O 4.451 -0.027 -3.492 0.000
Se 3.176 0.055 -2.488 0.000
O 2.786 1.596 -2.054 0.000
O 1.820 -0.649 -3.118 0.000
O 3.485 -0.750 -1.062 0.003
C 6.207 -0.046 0.342 0.000
C 5.165 -0.212 1.419 0.001
C 5.310 0.774 2.557 -0.001
O 5.329 -1.585 1.924 0.002
P 4.333 -2.349 2.871 0.005
S 4.699 -2.245 4.788 0.361
S 2.464 -1.647 2.823 0.594
O 4.452 -3.840 2.341 0.001
C 3.944 -4.096 0.991 0.005
C 2.839 -5.120 1.124 0.000
C 5.103 -4.548 0.133 0.000
H 6.042 0.904 -0.167 0.000
H 6.095 -0.824 -0.410 0.000
H 7.214 -0.072 0.768 0.000
H 4.183 -0.157 0.950 0.002
H 6.291 0.678 3.029 0.000
H 4.542 0.626 3.318 -0.001
H 5.207 1.785 2.156 0.000
H 3.539 -3.165 0.583 0.006
H 3.228 -6.028 1.591 0.000
H 2.435 -5.365 0.140 0.000
H 2.031 -4.721 1.736 0.000
H 5.535 -5.468 0.534 0.000
H 5.872 -3.777 0.102 0.000
H 4.755 -4.732 -0.885 0.000
```



# 3
C36H44BiN4O2 | ωB97M-V/def2-TZVPD

Properties
energy above the lowest of the compared OMol25 structures with the same formula, charge and spin	0.0	kJ/mol
spin multiplicity	1
total charge	+1
E_LUMO	-4.494	eV

Structure (XYZ):
```
87
Properties=species:S:1:pos:R:3:mulliken_charge:R:1
Bi 0.828 0.952 -0.185 1.295
C -4.169 2.435 3.981 -1.033
C -3.114 3.357 3.355 -1.157
C -2.562 2.816 2.074 0.676
C -3.005 3.017 0.817 0.653
C -4.175 3.823 0.350 -1.118
C -5.427 2.962 0.111 -1.006
C -2.125 2.243 -0.065 0.210
C -2.224 2.131 -1.389 -0.805
C -1.391 1.302 -2.242 1.707
C -1.623 1.193 -3.664 0.425
C -2.628 1.982 -4.450 -1.409
C -2.150 3.414 -4.726 -1.095
C -0.629 0.418 -4.130 0.019
C 0.224 0.100 -2.964 1.571
C 1.211 -0.990 -3.043 -1.266
C 1.757 -1.599 -1.993 -0.078
N 1.563 -1.187 -0.666 -0.607
C 2.314 -1.977 0.093 0.808
C 2.441 -1.863 1.505 -0.938
C 1.735 -1.020 2.301 0.324
N 0.805 -0.082 1.889 -0.683
C 0.298 0.483 3.031 0.393
C -0.683 1.434 3.093 -0.870
C -1.404 1.922 1.985 0.395
N -1.156 1.596 0.714 -0.582
C 0.943 -0.114 4.220 0.632
C 1.822 -1.022 3.775 0.578
C 2.707 -1.924 4.577 -1.193
C 2.065 -3.298 4.822 -1.121
C 0.654 0.283 5.635 -1.225
C 1.361 1.588 6.029 -1.111
C 3.003 -2.987 -0.719 0.463
C 2.681 -2.737 -2.005 0.703
C 3.094 -3.486 -3.229 -1.193
C 2.046 -4.532 -3.641 -1.102
C 3.960 -4.012 -0.184 -1.261
C 5.369 -3.434 0.030 -1.111
N -0.544 0.306 -1.809 -1.128
C -0.272 0.073 -5.536 -1.402
C -0.765 -1.331 -5.925 -1.025
H -4.514 2.836 4.936 0.387
H -3.764 1.436 4.158 0.298
H -5.036 2.333 3.326 0.238
H -2.302 3.512 4.066 0.427
H -3.547 4.339 3.167 0.426
H -3.909 4.343 -0.572 0.438
H -4.395 4.592 1.092 0.355
H -5.231 2.177 -0.626 0.280
H -6.251 3.576 -0.257 0.384
H -5.750 2.476 1.034 0.237
H -2.989 2.714 -1.888 0.409
H -3.587 1.998 -3.925 0.501
H -2.810 1.467 -5.394 0.471
H -1.896 3.933 -3.799 0.265
H -2.916 3.989 -5.250 0.413
H -1.246 3.401 -5.340 0.325
H 1.535 -1.287 -4.034 0.432
H 3.122 -2.547 1.992 0.354
H -0.984 1.776 4.073 0.329
H 2.927 -1.446 5.533 0.454
H 3.664 -2.048 4.066 0.468
H 1.148 -3.196 5.407 0.333
H 2.747 -3.950 5.369 0.381
H 1.806 -3.786 3.880 0.301
H 0.972 -0.518 6.302 0.429
H -0.425 0.388 5.771 0.451
H 2.444 1.474 5.953 0.326
H 1.119 1.864 7.056 0.376
H 1.068 2.413 5.377 0.298
H 4.050 -3.975 -3.043 0.431
H 3.256 -2.785 -4.050 0.455
H 1.937 -5.296 -2.868 0.321
H 2.342 -5.026 -4.568 0.384
H 1.068 -4.070 -3.796 0.259
H 4.013 -4.849 -0.880 0.451
H 3.579 -4.418 0.756 0.442
H 5.777 -3.064 -0.913 0.330
H 6.049 -4.192 0.423 0.377
H 5.349 -2.597 0.733 0.295
H 0.813 0.135 -5.654 0.445
H -0.697 0.815 -6.213 0.456
H -0.415 -2.087 -5.218 0.165
H -0.410 -1.603 -6.920 0.403
H -1.856 -1.367 -5.931 0.339
O 0.226 2.351 -2.234 -0.410
O 1.083 1.534 -2.920 -0.262
```